Entry 1:
22
Properties=species:S:1:pos:R:3 method="wB97M-V/def2-TZVPD" total_charge=0 homo_ev=-8.918 energy_ha=-350.1717 smiles="C=C/C(=C/C)CC.O" orbital_gap_ev=9.8 lumo_energy_ha=0.033
C 1.689 -0.955 1.182
C 0.567 -0.902 0.232
C -0.109 0.500 0.126
C 0.470 1.697 -0.124
C 1.932 1.782 -0.299
C -2.379 0.439 -1.109
C -1.585 0.456 -0.048
H 2.108 -0.146 1.857
H 2.633 -1.034 0.636
H 1.385 -1.831 1.814
H -0.250 -1.811 0.282
H 0.549 -1.053 -0.910
H -0.180 2.651 -0.387
H 2.324 2.768 -0.389
H 2.377 1.062 -1.005
H 2.413 1.385 0.632
H -3.444 0.355 -1.165
H -2.113 0.661 -2.171
H -2.083 0.614 0.844
H -2.851 -2.146 -0.106
H -1.438 -1.790 0.228
O -2.016 -2.703 -0.123

Entry 2:
22
Properties=species:S:1:pos:R:3 method="wB97M-V/def2-TZVPD" total_charge=0 homo_ev=-8.875 energy_ha=-350.2472 smiles="C=C/C(=C/C)CC.O" orbital_gap_ev=9.8 lumo_energy_ha=0.033
C 0.431 -2.070 1.031
C 0.568 -0.398 1.147
C -0.298 0.386 0.266
C 0.083 1.617 -0.175
C 1.363 2.396 0.125
C -2.349 -0.329 -0.893
C -1.622 -0.181 0.203
H -0.563 -2.065 0.595
H 0.342 -2.436 2.027
H 1.198 -2.491 0.479
H 1.692 -0.089 1.213
H 0.496 -0.133 2.231
H -0.817 2.162 -0.500
H 1.217 3.337 0.654
H 1.808 2.555 -0.833
H 2.218 1.780 0.592
H -3.381 -0.557 -0.967
H -1.883 -0.414 -1.859
H -2.073 -0.353 1.131
H -0.050 -1.214 -1.732
H 1.005 -0.342 -2.350
O 0.612 -1.160 -2.385

Entry 3:
22
Properties=species:S:1:pos:R:3 method="wB97M-V/def2-TZVPD" total_charge=0 homo_ev=-9.230 energy_ha=-350.3182 smiles="C=C(CC)CCCO" orbital_gap_ev=10.2 lumo_energy_ha=0.036
C 0.043 -1.974 1.513
O -0.654 -2.444 0.333
C -0.048 -0.471 1.625
C 1.069 0.300 0.897
C 0.707 0.731 -0.498
C 1.366 0.246 -1.543
C -0.470 1.687 -0.607
C -1.580 1.154 -1.510
H -0.448 -2.474 2.354
H 1.061 -2.372 1.458
H -0.013 -2.484 -0.380
H -1.030 -0.185 1.238
H -0.096 -0.157 2.670
H 1.322 1.172 1.501
H 2.009 -0.265 0.923
H 1.144 0.582 -2.543
H 2.138 -0.505 -1.493
H -0.818 1.894 0.399
H -0.102 2.598 -1.087
H -2.068 0.273 -1.083
H -1.178 0.801 -2.458
H -2.355 1.895 -1.709

Entry 4:
22
Properties=species:S:1:pos:R:3 method="wB97M-V/def2-TZVPD" total_charge=0 homo_ev=-8.111 energy_ha=-350.2273 smiles="C=C/C=C(/C)CC.O" orbital_gap_ev=8.9 lumo_energy_ha=0.030
C -1.532 0.146 2.629
C -0.588 0.705 1.540
C -0.590 0.038 0.199
C 0.440 -0.454 -0.577
C 1.783 -0.646 -0.208
C 2.724 -0.857 -1.102
C -2.032 -0.025 -0.184
H -1.682 -0.923 2.420
H -2.501 0.565 2.951
H -0.893 -0.016 3.620
H -0.516 1.788 1.573
H 0.473 0.408 1.802
H 0.137 -0.795 -1.562
H 1.793 -0.898 0.918
H 3.748 -1.010 -0.909
H 2.391 -0.635 -2.079
H -2.518 -0.919 -0.236
H -2.245 0.420 -1.243
H -2.881 0.668 0.338
H 1.601 1.549 -3.055
H 1.769 0.136 -3.623
O 1.118 0.756 -3.211

Entry 5:
22
Properties=species:S:1:pos:R:3 method="wB97M-V/def2-TZVPD" total_charge=0 homo_ev=-8.864 energy_ha=-350.2940 smiles="C=C(C)C.C=C(C)O" orbital_gap_ev=9.7 lumo_energy_ha=0.030
C -1.666 0.252 -0.029
C -1.302 -0.440 -1.109
C -1.183 1.640 0.275
C -2.879 -0.149 0.766
C 1.768 -0.334 1.135
C 2.089 -0.408 -0.324
C 2.879 -1.341 -0.858
O 1.801 0.760 -1.012
H 2.173 0.713 -1.902
H -1.964 -1.183 -1.535
H -0.436 -0.380 -1.743
H -3.678 0.580 0.628
H -0.258 1.854 -0.251
H -1.005 1.752 1.345
H -1.923 2.385 -0.015
H -2.640 -0.187 1.829
H -3.264 -1.117 0.452
H 1.938 0.661 1.541
H 2.360 -1.056 1.689
H 0.712 -0.559 1.281
H 3.154 -1.326 -1.900
H 3.324 -2.117 -0.265

Entry 6:
24
Properties=species:S:1:pos:R:3 method="wB97M-V/def2-TZVPD" total_charge=0 homo_ev="-8.358 / -8.357" energy_ha=-823.6725 orbital_gap_ev="8.5 / 8.5" lumo_energy_ha="0.004 / 0.004"
C 0.906 0.971 -0.572
C -0.051 -1.277 2.260
C 1.100 0.767 -1.885
C 1.207 -1.567 3.029
C -0.982 -0.148 2.383
C 2.263 -0.103 -2.213
C 0.098 1.246 -2.900
O 0.535 -3.412 0.862
O -0.162 1.585 0.038
S -0.593 -2.481 1.165
H 1.633 0.748 0.249
H 2.068 -1.147 2.619
H 1.493 -2.583 2.882
H 1.164 -1.204 4.098
H -0.443 0.703 1.924
H -1.477 0.140 3.385
H -1.645 -0.270 1.587
H 2.718 -0.565 -1.389
H 3.086 0.497 -2.674
H 2.118 -0.929 -2.858
H 0.451 0.926 -3.973
H -0.085 2.337 -2.758
H -0.913 0.700 -2.647
H -0.867 1.758 -0.582

Entry 7:
24
Properties=species:S:1:pos:R:3 method="wB97M-V/def2-TZVPD" total_charge=0 homo_ev=-10.205 energy_ha=-500.7862 smiles=OCC[C@H]1C[C@](O)(CO)C1 orbital_gap_ev=11.0 lumo_energy_ha=0.028
O -7.228 3.480 -3.316
C -6.262 3.537 -2.280
C -4.943 3.000 -2.803
C -3.853 3.019 -1.747
C -3.954 2.034 -0.556
C -2.432 1.795 -0.673
C -1.638 2.471 0.429
O -0.275 2.235 0.289
C -2.484 2.391 -2.096
H -8.040 3.897 -3.016
H -6.128 4.578 -1.935
H -6.591 2.938 -1.413
H -5.090 1.968 -3.161
H -4.627 3.602 -3.670
H -3.712 4.046 -1.376
H -4.347 2.408 0.400
H -4.507 1.125 -0.836
H -1.896 3.531 0.056
H -2.003 2.130 1.416
H -2.602 1.604 -2.857
H -1.659 3.059 -2.377
O -1.882 0.376 -0.607
H -0.187 1.249 0.040
H -2.127 -0.110 -1.399

Entry 8:
25
Properties=species:S:1:pos:R:3 method="wB97M-V/def2-TZVPD" total_charge=+1 homo_ev="-9.358 / -11.367" energy_ha=-1167.7748 orbital_gap_ev="6.4 / 7.3" lumo_energy_ha="-0.107 / -0.149" multiplicity=4
C -2.669 -0.447 -0.779
C -2.586 -1.709 -0.158
C -1.593 -2.462 -0.884
C -1.022 -1.663 -1.922
C -1.657 -0.403 -1.882
Re -0.751 -0.742 -0.047
P -1.086 0.453 2.065
H -3.444 0.238 -0.537
H -3.221 -2.120 0.591
H -1.234 -3.429 -0.560
H -1.389 0.412 -2.545
H -0.187 -1.934 -2.545
H -0.048 0.389 3.060
H -2.231 0.422 2.921
H -1.120 1.824 1.829
C 1.802 1.936 -0.847
S 2.365 0.251 -0.415
C 3.317 0.670 1.081
O 1.181 -0.617 0.347
H 2.686 2.452 -1.223
H 1.352 2.411 0.023
H 1.087 1.875 -1.663
H 2.834 1.554 1.505
H 3.240 -0.174 1.761
H 4.373 0.815 0.824

Entry 9:
22
Properties=species:S:1:pos:R:3 method="wB97M-V/def2-TZVPD" total_charge=0 homo_ev=-8.278 energy_ha=-673.2205 smiles="C=CC=C.CCSC" orbital_gap_ev=8.9 lumo_energy_ha=0.022
C -1.766 -0.412 0.313
C -0.492 -0.446 1.167
S -0.883 -0.512 2.901
C 0.736 -0.610 3.679
H -1.558 -0.998 -0.593
H -2.120 0.590 0.062
H -2.572 -0.934 0.856
H 0.055 0.475 0.926
H 0.167 -1.328 1.025
H 1.128 -1.652 3.694
H 1.431 0.092 3.195
H 0.582 -0.315 4.762
C 1.618 -0.635 -1.386
C 0.990 0.543 -1.579
C 0.151 0.729 -2.737
C -0.640 1.845 -2.997
H 1.274 -1.508 -1.958
H 2.422 -0.858 -0.676
H 1.224 1.382 -0.919
H 0.251 0.017 -3.585
H -1.080 2.025 -3.983
H -0.918 2.512 -2.165

Entry 10:
22
Properties=species:S:1:pos:R:3 method="wB97M-V/def2-TZVPD" total_charge=0 homo_ev=-8.421 energy_ha=-564.4840 orbital_gap_ev=9.2 lumo_energy_ha=0.030
C 1.367 1.328 -0.232
C 2.030 2.455 -0.096
C 1.787 0.088 -0.868
C -0.637 1.344 0.636
C 0.777 -1.075 -0.636
C -2.321 -0.873 -1.055
C -1.000 -1.489 1.942
Si -0.876 -0.549 0.237
H 1.562 3.451 0.014
H 3.085 2.440 -0.088
H 1.980 0.273 -1.964
H 2.757 -0.120 -0.453
H -0.326 1.880 1.548
H -1.174 2.159 0.048
H 0.470 -1.333 -1.665
H 1.306 -1.857 -0.078
H -3.161 -0.221 -0.967
H -1.999 -0.991 -2.106
H -2.859 -1.832 -1.104
H -1.837 -1.364 2.640
H -0.797 -2.626 1.741
H -0.135 -1.087 2.506

Entry 11:
22
Properties=species:S:1:pos:R:3 method="wB97M-V/def2-TZVPD" total_charge=0 homo_ev=-8.232 energy_ha=-564.4566 smiles="C=C(C)/C(C)=C(/C)[SiH3]" orbital_gap_ev=9.1 lumo_energy_ha=0.033
C 1.926 1.002 -0.505
C 0.604 0.965 -0.721
C -0.297 -0.190 -0.440
C -0.171 -0.926 0.830
C 0.000 2.252 -1.328
C -1.274 -0.530 -1.507
C -1.098 -2.119 1.018
Si 1.010 -0.437 2.322
H 2.338 1.895 -0.968
H 2.692 0.346 -0.095
H 0.386 2.455 -2.350
H -0.063 3.170 -0.513
H -1.120 2.008 -1.557
H -1.222 0.296 -2.282
H -2.343 -0.542 -1.015
H -1.075 -1.371 -2.173
H -2.129 -1.912 0.434
H -0.806 -2.996 0.564
H -1.176 -2.260 2.181
H 1.390 0.837 2.325
H 2.126 -1.227 2.329
H 0.302 -0.716 3.450

Entry 12:
24
Properties=species:S:1:pos:R:3 method="wB97M-V/def2-TZVPD" total_charge=0 homo_ev="-7.042 / -6.790" energy_ha=-3139.0482 orbital_gap_ev="3.8 / 3.3" lumo_energy_ha="-0.119 / -0.130"
C -0.276 0.634 -1.488
C 0.153 0.121 -0.353
C -1.676 1.261 -1.530
C 0.533 0.722 -2.884
C 2.020 -1.472 1.053
C -0.899 -1.764 2.137
C 0.549 0.827 2.670
Si 0.488 -0.492 1.391
Br -2.544 0.801 -5.064
H -1.666 2.221 -2.247
H -2.303 0.645 -2.150
H -2.179 1.340 -0.538
H 1.592 0.387 -2.888
H -0.040 0.208 -3.716
H 0.496 1.743 -3.060
H 1.987 -2.145 0.338
H 2.857 -0.700 0.760
H 2.531 -1.877 2.027
H -0.548 -2.216 3.039
H -1.745 -1.082 2.293
H -1.218 -2.505 1.525
H 1.353 1.464 2.243
H -0.299 1.528 2.866
H 0.833 0.351 3.578

Entry 13:
31
Properties=species:S:1:pos:R:3 method="wB97M-V/def2-TZVPD" total_charge=+2 homo_ev="-15.262 / -15.149" energy_ha=-2349.7038 orbital_gap_ev="6.6 / 4.5" lumo_energy_ha="-0.318 / -0.392" multiplicity=6
I -2.371 3.847 2.562
I 0.716 3.916 -0.583
Ru -0.707 -0.608 1.016
P -1.624 1.109 -0.410
C -2.012 2.990 -0.515
C -1.408 0.900 -2.367
H -3.397 -0.582 -0.742
H -3.863 0.973 -1.586
H -4.040 0.852 0.221
C -3.452 0.523 -0.654
H -1.345 -0.192 -2.563
H -2.291 1.346 -2.879
H -2.753 3.276 -1.274
H -1.047 3.658 -0.601
H -0.501 1.421 -2.717
H -2.366 3.468 0.503
C 0.250 0.792 1.856
O 0.945 1.561 2.490
Cl -1.469 -2.455 -0.255
S 0.736 -1.384 2.822
C 1.858 -1.736 1.605
N 1.578 -2.460 0.500
C 2.712 -2.864 -0.325
C 3.907 -2.340 0.506
N 3.246 -1.544 1.678
H 0.602 -2.594 0.241
H 2.518 -2.342 -1.299
H 2.799 -3.977 -0.463
H 4.494 -1.581 -0.054
H 4.579 -3.093 0.982
H 3.704 -0.882 2.302

Entry 14:
24
Properties=species:S:1:pos:R:3 method="wB97M-V/def2-TZVPD" total_charge=0 homo_ev="-9.007 / -9.007" energy_ha=-1025.2989 orbital_gap_ev="7.3 / 7.3" lumo_energy_ha="-0.061 / -0.061"
C -2.961 0.198 1.099
C -1.833 -0.337 0.551
C -1.377 -1.640 1.104
C 1.741 -1.212 -0.302
C 1.311 1.512 1.161
C 1.563 1.095 -2.142
C -1.032 0.359 -0.413
Si 0.916 0.522 -0.400
Cl -1.646 -1.514 -2.194
H -3.479 0.973 0.582
H -3.436 -0.171 2.083
H -0.899 -1.514 2.121
H -2.144 -2.361 1.237
H -0.711 -2.145 0.272
H 2.798 -1.087 -0.543
H 1.834 -1.583 0.757
H 1.175 -1.863 -0.982
H 0.886 1.158 1.975
H 2.350 1.729 1.328
H 0.962 2.567 1.088
H 2.651 1.177 -2.054
H 1.243 0.696 -3.090
H 1.488 2.240 -2.281
H -1.399 1.201 -0.957

Entry 15:
29
Properties=species:S:1:pos:R:3 method="wB97M-V/def2-TZVPD" total_charge=+1 homo_ev=-14.327 energy_ha=-1088.2680 smiles="CS(=O)(=O)N1CCN(CCCF)C1=[NH2+]" orbital_gap_ev=10.7 lumo_energy_ha=-0.133
C 3.010 -0.848 0.511
S 2.412 -0.275 -1.047
O 1.729 -1.343 -1.699
O 3.499 0.352 -1.724
N 1.278 0.937 -0.722
C 1.403 1.834 0.442
C 0.213 1.392 1.345
N -0.562 0.457 0.477
C -2.011 0.430 0.753
C -2.797 -0.732 0.136
C -2.045 -2.047 0.026
F -1.437 -2.127 -1.213
C -0.064 0.574 -0.766
N -0.654 0.452 -1.920
H 2.281 -1.473 1.017
H 3.857 -1.467 0.226
H 3.375 -0.047 1.144
H 2.382 1.851 0.893
H 1.143 2.820 0.070
H -0.426 2.252 1.515
H 0.510 0.907 2.268
H -2.142 0.397 1.829
H -2.435 1.375 0.406
H -3.170 -0.475 -0.854
H -3.687 -0.890 0.740
H -1.293 -2.135 0.810
H -2.714 -2.896 0.135
H -0.178 0.831 -2.722
H -1.477 -0.107 -2.078

Entry 16:
23
Properties=species:S:1:pos:R:3 method="wB97M-V/def2-TZVPD" total_charge=0 homo_ev=-9.183 energy_ha=-573.3520 smiles=CC(C)C(I)C(C)C orbital_gap_ev=9.8 lumo_energy_ha=0.024
C 0.564 -0.604 -1.647
C 0.696 2.057 -1.721
C 0.793 -1.132 2.524
C -1.479 -0.850 1.172
C 0.202 0.705 -0.981
C 0.100 -0.860 1.212
C 0.621 0.569 0.478
I 0.267 2.379 1.641
H 1.675 -0.863 -1.589
H -0.001 -1.400 -1.412
H 0.515 -0.517 -2.784
H 0.244 2.005 -2.747
H 1.712 2.119 -1.860
H 0.258 2.973 -1.233
H 0.408 -0.430 3.321
H 0.509 -2.212 2.888
H 1.969 -0.956 2.476
H -1.969 -0.230 1.839
H -1.845 -0.612 0.214
H -1.723 -1.832 1.540
H -0.928 0.758 -1.060
H 0.487 -1.707 0.552
H 1.716 0.342 0.557

Entry 17:
23
Properties=species:S:1:pos:R:3 method="wB97M-V/def2-TZVPD" total_charge=0 homo_ev=-8.907 energy_ha=-330.0739 orbital_gap_ev=9.1 lumo_energy_ha=0.009
C 1.557 -2.399 -0.506
C 0.088 -2.292 -1.056
C -0.551 -0.980 -0.949
C -0.414 0.421 0.059
C -0.461 -0.161 1.569
C -1.683 1.280 -0.184
C 0.784 1.423 -0.292
H 1.694 -3.153 0.437
H 2.063 -2.995 -1.441
H 2.091 -1.534 -0.197
H -0.164 -2.869 -1.870
H -1.627 -1.309 -1.231
H -1.510 -0.473 1.848
H 0.226 -1.271 1.352
H 0.182 0.600 2.331
H -1.655 1.972 0.684
H -1.197 2.037 -1.244
H -2.758 0.897 -0.109
H 0.533 1.961 -1.385
H 1.855 0.939 -0.264
H -0.244 2.038 1.822
H 0.302 3.326 -0.091
N 0.890 2.544 0.719

Entry 18:
23
Properties=species:S:1:pos:R:3 method="wB97M-V/def2-TZVPD" total_charge=0 homo_ev=-9.370 energy_ha=-330.4278 smiles="C=CCCC[C@H](C)N" orbital_gap_ev=10.5 lumo_energy_ha=0.043
C 0.280 -1.859 2.109
C 0.526 -1.469 0.645
C 1.094 -0.053 0.483
C 0.582 0.634 -0.817
C -0.371 1.779 -0.528
C -1.295 2.219 -1.631
C -2.618 2.124 -1.526
N 1.376 -2.388 -0.126
H -0.679 -1.441 2.408
H 0.119 -2.930 2.264
H 1.110 -1.564 2.745
H -0.436 -1.501 0.156
H 0.930 0.557 1.367
H 2.173 -0.178 0.349
H 1.489 0.933 -1.342
H 0.253 -0.166 -1.478
H -0.959 1.553 0.358
H 0.204 2.680 -0.282
H -0.850 2.554 -2.561
H -3.307 2.592 -2.212
H -3.018 1.597 -0.664
H 2.313 -2.325 0.272
H 1.085 -3.349 0.010

Entry 19:
23
Properties=species:S:1:pos:R:3 method="wB97M-V/def2-TZVPD" total_charge=0 homo_ev=-9.855 energy_ha=-330.3892 smiles="CC#N.C=C.CCC" orbital_gap_ev=10.5 lumo_energy_ha=0.025
C -0.948 -1.488 0.204
C 0.475 -2.020 0.187
C -1.528 -1.404 1.605
C 0.109 1.393 0.882
C 0.967 1.257 1.875
H -1.579 -2.163 -0.380
H -0.852 1.865 1.021
H 0.862 -2.023 -0.832
H 0.511 -3.042 0.567
H 1.126 -1.407 0.809
H -0.904 -0.797 2.259
H -1.568 -2.393 2.059
H -2.543 -1.002 1.592
H 1.928 0.781 1.746
H 0.722 1.554 2.884
C 0.980 2.042 -2.726
C 0.016 1.053 -2.299
N -0.818 0.252 -2.219
H -1.036 -0.578 -0.570
H 0.394 1.234 -0.173
H 1.975 1.762 -2.372
H 0.991 2.108 -3.814
H 0.720 3.015 -2.306

Entry 20:
23
Properties=species:S:1:pos:R:3 method="wB97M-V/def2-TZVPD" total_charge=0 homo_ev=-9.101 energy_ha=-330.4215 smiles="CN=C(C)C.C=CC" orbital_gap_ev=10.2 lumo_energy_ha=0.039
C -1.420 1.097 1.313
C -0.222 1.079 -2.358
C -1.102 -1.091 -1.520
C 2.150 0.212 0.760
C 0.300 -1.149 1.864
C -0.087 -0.308 -1.833
C 0.705 0.109 1.148
N -0.040 1.098 0.916
H -1.914 1.924 0.805
H -1.498 1.252 2.393
H 0.171 1.780 -1.626
H -1.262 1.323 -2.552
H 0.347 1.192 -3.276
H -0.963 -2.092 -1.146
H -1.935 0.164 1.066
H -2.121 -0.759 -1.621
H 2.765 0.173 1.657
H 2.327 1.147 0.243
H 2.437 -0.621 0.124
H -0.592 -1.575 1.411
H 1.097 -1.886 1.848
H 0.060 -0.909 2.899
H 0.925 -0.669 -1.734

Energy relative to the best compared isomer or geometry (same formula, charge and spin) across the listed records, respectively: 492.9 294.7 108.4 347.0 172.0 393.3 202.3 0.0 199.3 169.1 241.1 355.8 475.9 262.7 0.0 3.9 1034.4 105.4 206.7 121.7 kJ/mol.